# 1
Below is a single C7H7IN2S molecule in a non-equilibrium geometry, with properties calculated with ωB97M-V/def2-TZVPD.

```
18
Properties=species:S:1:pos:R:3:forces:R:3
S 1.350 2.245 -1.218 0.2 -0.1 -0.2
C -0.241 -0.749 1.223 0.9 0.6 -0.8
H -1.223 -2.344 -1.547 -0.3 0.2 0.9
H -0.805 -1.519 1.737 0.4 0.2 0.3
C -0.607 -0.276 0.023 2.2 4.0 -1.8
H 3.307 1.503 1.687 -0.4 -0.8 0.1
I -3.469 0.663 0.001 0.0 -0.2 -0.3
N 0.907 -0.269 1.673 2.2 -0.2 2.2
C -2.055 -1.960 -0.893 1.6 -2.7 -0.2
H -1.524 -0.195 -1.772 -0.8 0.7 -0.1
N 1.434 0.632 0.833 -1.0 1.8 -1.5
H 3.529 2.927 -0.123 0.4 0.8 -0.8
C 2.708 2.260 -0.170 0.0 -0.3 0.9
C 0.702 1.035 -0.242 -4.6 -5.9 1.8
H -1.937 -2.415 0.081 -0.2 -0.5 0.1
C -1.799 -0.535 -0.775 0.6 2.2 -1.2
C 2.597 1.424 0.871 0.1 -0.4 0.8
H -2.875 -2.426 -1.388 -1.3 0.7 -0.2
```
Positions in Å, forces in eV/Å.

The calculation puts the frontier orbital gap at 8.05 eV. The electronic energy is -29284.6555 eV. Its relative energy (zero: lowest compared OMol25 entry of this formula, charge and spin) is 46.0 kcal per mole. As for the SMILES: C[C@@H](I)c1cnn2ccsc12.

How is the electron density shared among the atoms? According to Löwdin, the charges in e are: atom 1 (S): 1.038, atom 2 (C): -0.185, atom 3 (H): 0.113, atom 4 (H): 0.125, atom 5 (C): -0.207, atom 6 (H): 0.127, atom 7 (I): 0.714, atom 8 (N): 0.037, atom 9 (C): -0.180, atom 10 (H): 0.084, atom 11 (N): -0.176, atom 12 (H): 0.068, atom 13 (C): -0.410, atom 14 (C): -0.365, atom 15 (H): 0.067, atom 16 (C): -0.803, atom 17 (C): -0.120, atom 18 (H): 0.070

---

# 2
Below is an isolated ion of composition C7H7INO3 and charge -1 in a non-equilibrium geometry, with properties calculated with ωB97M-V/def2-TZVPD.

```
19
Properties=species:S:1:pos:R:3:forces:R:3
H -0.459 -3.201 -1.232 0.5 -0.1 1.5
I -3.008 -0.303 -0.052 -0.6 0.1 0.2
N 0.305 -0.908 1.015 0.2 -2.6 -0.8
H -1.248 -1.109 -1.840 -0.1 0.6 -0.3
O 1.294 3.313 -0.736 0.9 0.5 0.7
C 0.353 1.417 0.236 -1.2 -3.0 2.3
O -0.021 1.486 -2.106 -0.4 -1.3 1.7
H 0.813 2.878 -1.439 -0.6 -0.7 -1.0
C 1.223 2.530 0.381 -0.2 1.9 -1.1
C -1.112 -0.617 -0.885 2.2 3.0 -0.7
C -0.133 0.945 -0.952 -1.5 0.2 -3.0
O 1.814 2.943 1.356 0.1 -0.6 0.8
H -0.652 0.417 2.098 -1.1 0.8 0.3
H 1.096 0.578 2.127 -1.1 0.2 -0.7
C 0.198 0.421 1.450 2.8 1.5 -0.9
H -0.865 -3.194 0.607 -0.1 -0.6 -0.8
H 0.796 -3.299 0.182 0.3 0.1 -0.5
C -0.146 -2.903 -0.179 -1.2 0.5 -0.6
C -0.247 -1.391 -0.035 1.1 -0.5 2.7
```
Positions in Å, forces in eV/Å.

The calculation puts the frontier orbital gap at 6.80 eV. The net charge is -1. The electronic energy is -23106.3990 eV. Its relative energy (zero: lowest compared OMol25 entry of this formula, charge and spin) is 0.0 kcal per mole. As for the SMILES: CC1=NCC(C(=O)O)=C([O-])[C@@H]1I.

How is the electron density shared among the atoms? According to Löwdin, the charges in e are: atom 1 (H): 0.088, atom 2 (I): 0.815, atom 3 (N): 0.038, atom 4 (H): 0.049, atom 5 (O): 0.071, atom 6 (C): -0.128, atom 7 (O): -0.093, atom 8 (H): 0.034, atom 9 (C): -0.545, atom 10 (C): -0.617, atom 11 (C): -0.318, atom 12 (O): 0.038, atom 13 (H): 0.083, atom 14 (H): 0.122, atom 15 (C): -0.202, atom 16 (H): 0.074, atom 17 (H): 0.063, atom 18 (C): -0.051, atom 19 (C): -0.522

---

# 3
Below is a single C7H7IOS molecule in a non-equilibrium geometry, with properties calculated with ωB97M-V/def2-TZVPD.

```
17
Properties=species:S:1:pos:R:3:forces:R:3
H -1.040 -4.107 -0.504 1.9 -1.3 1.1
H 2.139 3.834 0.175 1.0 3.1 0.5
H -1.894 -2.722 1.217 -0.6 -0.9 2.0
O -1.688 -3.479 -0.675 -1.7 0.7 -1.7
C 2.864 1.843 -0.191 -1.9 1.3 -0.1
C 0.600 2.362 0.003 -0.8 1.1 1.1
H 3.891 2.006 -0.119 1.6 -0.3 -0.3
H -0.276 3.084 0.175 1.3 -1.6 -0.3
C -0.922 -0.044 0.111 3.5 2.1 -0.8
C -1.942 -2.441 0.218 2.4 1.0 -1.3
C 1.957 2.861 -0.004 -1.4 -4.3 -0.7
H 0.159 -1.941 0.044 -1.3 1.5 0.3
S 2.090 0.341 -0.464 0.1 -0.3 0.9
C -0.842 -1.361 0.131 1.2 -1.7 -0.5
H -2.880 -2.148 -0.128 -1.6 1.1 0.2
I -2.779 0.913 0.042 0.4 0.1 0.1
C 0.563 0.998 -0.032 -4.0 -1.7 -0.5
```
Positions in Å, forces in eV/Å.

The calculation puts the frontier orbital gap at 9.20 eV. The electronic energy is -28352.7150 eV. Its relative energy (zero: lowest compared OMol25 entry of this formula, charge and spin) is 0.0 kcal per mole. As for the SMILES: OC/C=C(\I)c1cccs1.

How is the electron density shared among the atoms? According to Löwdin, the charges in e are: atom 1 (H): 0.054, atom 2 (H): 0.059, atom 3 (H): 0.102, atom 4 (O): -0.033, atom 5 (C): -0.416, atom 6 (C): -0.192, atom 7 (H): 0.046, atom 8 (H): 0.115, atom 9 (C): -0.652, atom 10 (C): -0.281, atom 11 (C): -0.170, atom 12 (H): 0.133, atom 13 (S): 0.991, atom 14 (C): -0.204, atom 15 (H): 0.071, atom 16 (I): 0.877, atom 17 (C): -0.498

---

# 4
Below is a 2-piece molecular cluster, C7H7N overall in a non-equilibrium geometry, with properties calculated with ωB97M-V/def2-TZVPD.

```
15
Properties=species:S:1:pos:R:3:forces:R:3
H -0.463 2.359 0.317 -0.2 0.3 -0.3
H 0.562 -1.785 0.265 -0.3 -0.1 -0.2
H 1.262 0.556 0.283 0.3 0.8 0.4
C 3.668 0.378 -0.190 -1.1 -1.4 0.1
C 2.880 -0.513 -0.072 -0.2 -1.2 1.0
H -2.738 1.755 -0.322 -0.7 -0.3 0.1
H 4.178 1.259 -0.215 1.4 1.6 -0.3
C 0.227 0.336 0.235 -1.0 1.4 -0.1
H 2.135 -1.233 0.299 1.4 0.6 -0.9
C -0.136 -0.969 0.142 -1.2 -0.3 0.3
N -2.450 -0.324 -0.168 0.2 -0.7 -0.4
C -0.765 1.342 0.148 1.3 -1.5 0.1
C -2.057 0.939 -0.130 0.6 1.1 0.5
H -1.728 -2.276 -0.172 -0.7 -0.4 0.3
C -1.494 -1.242 -0.013 0.3 0.0 -0.5
```
Positions in Å, forces in eV/Å.

The calculation puts the frontier orbital gap at 10.70 eV. The electronic energy is -8859.2257 eV. Its relative energy (zero: lowest compared OMol25 entry of this formula, charge and spin) is 55.3 kcal per mole. As for the SMILES: c1ccncc1.C#C.

How is the electron density shared among the atoms? According to Löwdin, the charges in e are: atom 1 (H): 0.098, atom 2 (H): 0.082, atom 3 (H): 0.033, atom 4 (C): 0.038, atom 5 (C): -0.015, atom 6 (H): 0.101, atom 7 (H): 0.001, atom 8 (C): -0.087, atom 9 (H): 0.027, atom 10 (C): -0.091, atom 11 (N): 0.064, atom 12 (C): -0.042, atom 13 (C): -0.168, atom 14 (H): 0.098, atom 15 (C): -0.140